Version i
Formula: C4H8NO2
Source: the Open Molecules 2025 dataset
Level of theory: the ωB97M-V functional and the def2-TZVPD basis

Geometry as XYZ:
```
15
Properties=species:S:1:pos:R:3
C 0.042 1.431 -0.730
C 0.803 1.149 0.581
C 0.270 -0.910 -0.088
C -0.562 -1.727 0.854
N -1.026 0.507 -0.840
O -1.351 0.251 -2.067
O 1.339 -0.147 0.357
H -0.283 2.504 -0.786
H 0.829 1.244 -1.488
H 1.683 1.851 0.574
H 0.272 1.160 1.480
H 0.438 -1.454 -1.006
H -0.687 -1.265 1.850
H -0.224 -2.880 1.059
H -1.542 -1.714 0.251
```

M, g mol⁻¹: 102.11
Net charge: -1
E_HOMO, eV: -1.51

Version ii
Formula: C4H8NO2
Source: the Open Molecules 2025 dataset
Level of theory: the ωB97M-V functional and the def2-TZVPD basis

Geometry as XYZ:
```
15
Properties=species:S:1:pos:R:3
C -0.999 1.719 -0.272
O -2.115 2.248 -0.760
C -1.119 0.192 0.067
C 0.127 -0.300 0.847
C 0.833 -1.407 0.158
N 1.733 -1.186 -0.842
O 0.847 -2.550 0.633
H -0.073 1.829 -0.909
H -0.723 2.155 0.735
H -1.974 0.145 0.744
H -1.342 -0.404 -0.819
H 0.865 0.483 1.082
H -0.170 -0.612 1.839
H 2.277 -1.976 -1.135
H 1.832 -0.336 -1.368
```

M, g mol⁻¹: 102.11
Net charge: -1
E_HOMO, eV: -2.46
SMILES string: NC(=O)CCC[O-]

Last place for stability: version i

Version i
Formula: C2H4FNO
Source: the Open Molecules 2025 dataset
Level of theory: the ωB97M-V functional and the def2-TZVPD basis

Geometry as XYZ:
```
9
Properties=species:S:1:pos:R:3
C 0.370 -0.610 0.609
C -0.869 0.175 0.053
N 0.245 -0.192 -0.744
O 0.432 -0.719 -1.843
F 1.092 1.749 -0.445
H 1.015 0.127 1.135
H 0.320 -1.713 0.879
H -1.924 0.046 -0.027
H -0.681 1.136 0.384
```

M, g mol⁻¹: 77.06
Net charge: 0
E_HOMO (alpha / beta), eV: -10.39 / -10.51

Version ii
Formula: C2H4FNO
Source: the Open Molecules 2025 dataset
Level of theory: the ωB97M-V functional and the def2-TZVPD basis

Geometry as XYZ:
```
9
Properties=species:S:1:pos:R:3
C -0.536 0.192 0.437
C 0.557 0.755 -0.527
H -1.116 -1.676 0.950
H 0.070 -1.525 -0.228
H 0.063 1.484 -1.184
H 1.276 1.169 0.146
N -0.294 -1.074 0.612
O -1.300 0.965 0.908
F 1.278 -0.289 -1.114
```

M, g mol⁻¹: 77.06
Net charge: 0
E_HOMO, eV: -10.05
SMILES string: NC(=O)CF

Last place for stability: version i

Version i
Formula: C7H12N
Source: the Open Molecules 2025 dataset
Level of theory: the ωB97M-V functional and the def2-TZVPD basis

Geometry as XYZ:
```
20
Properties=species:S:1:pos:R:3
C -1.054 -0.876 -0.035
C -1.710 -1.850 0.668
C 0.811 -0.307 -1.510
C -0.664 -0.253 -1.270
C 1.305 0.547 -0.404
C 2.194 -0.117 0.655
C -1.428 1.624 0.376
N -0.807 0.447 0.069
H -1.996 -1.832 1.681
H -1.716 -2.812 0.247
H 0.923 -1.328 -1.497
H 1.045 0.087 -2.439
H -1.363 -0.103 -2.101
H 1.125 1.595 -0.689
H 3.081 -0.244 0.142
H 1.825 -1.152 0.908
H 2.338 0.519 1.542
H -1.211 1.988 1.348
H -1.164 2.483 -0.361
H -2.540 1.413 0.242
```

M, g mol⁻¹: 110.18
Net charge: +1
E_HOMO (alpha / beta), eV: -13.42 / -13.42

Version ii
Formula: C7H12N
Source: the Open Molecules 2025 dataset
Level of theory: the ωB97M-V functional and the def2-TZVPD basis

Geometry as XYZ:
```
20
Properties=species:S:1:pos:R:3
C 1.394 0.209 1.463
C 2.211 0.732 2.360
C 1.180 -1.541 -0.193
N 1.859 -0.855 0.641
H 0.356 0.469 1.342
H 3.227 0.383 2.500
H 1.892 1.538 3.004
H 1.685 -2.310 -0.764
H 0.116 -1.390 -0.342
H 2.827 -1.143 0.776
C -0.923 1.793 -0.206
C -1.029 0.793 -1.081
C -2.103 -0.204 -0.971
C -2.506 -0.949 -1.998
H -1.683 1.991 0.542
H -0.051 2.435 -0.148
H -0.403 0.786 -1.970
H -2.702 -0.177 -0.066
H -3.334 -1.642 -1.926
H -2.012 -0.918 -2.963
```

M, g mol⁻¹: 110.18
Net charge: +1
E_HOMO, eV: -12.39

Last place for stability: version i

Version i
Formula: C7H12N
Source: the Open Molecules 2025 dataset
Level of theory: the ωB97M-V functional and the def2-TZVPD basis

Geometry as XYZ:
```
20
Properties=species:S:1:pos:R:3
C 0.584 -1.514 1.496
C 1.820 -1.036 1.048
C 0.601 -0.601 0.488
C 3.240 -1.129 1.243
C 0.823 1.741 -1.228
C -2.402 0.024 -0.633
C -0.669 1.610 -1.020
N -1.029 0.301 -1.114
H -0.104 -2.260 1.739
H 3.567 -0.905 2.373
H 3.849 -0.427 0.728
H 3.577 -2.166 1.126
H 1.106 2.778 -1.719
H 1.330 1.676 -0.243
H 1.224 0.862 -1.837
H -2.469 -0.485 0.384
H -2.731 -0.835 -1.246
H -3.090 0.826 -0.713
H -1.152 2.049 -1.905
H -1.130 2.280 -0.314
```

M, g mol⁻¹: 110.18
Net charge: +1
E_HOMO (alpha / beta), eV: -13.74 / -13.45

Version ii
Formula: C7H12N
Source: the Open Molecules 2025 dataset
Level of theory: the ωB97M-V functional and the def2-TZVPD basis

Geometry as XYZ:
```
20
Properties=species:S:1:pos:R:3
C -1.169 -0.796 -0.771
C -2.049 -1.835 -1.112
C 1.422 -0.637 0.106
C 0.186 -0.140 -0.737
C 2.382 0.495 0.132
C 2.631 1.325 1.161
C -1.777 1.213 0.732
N -1.158 0.381 -0.240
H -2.018 -2.689 -0.371
H -3.070 -1.354 -1.094
H 1.038 -1.021 1.025
H 1.854 -1.400 -0.500
H 0.371 0.271 -1.677
H 3.193 0.567 -0.615
H 3.422 1.994 0.894
H 2.162 1.531 2.151
H -1.814 -2.138 -2.168
H -2.656 0.684 1.285
H -0.985 1.424 1.581
H -1.966 2.127 0.217
```

M, g mol⁻¹: 110.18
Net charge: +1
E_HOMO, eV: -13.33
SMILES string: C=CC[C@H]1C(C)=[N+]1C

Last place for stability: version i